Record 1
{"formula": "C10H8MnN2O5Se", "method": "ωB97M-V/def2-TZVPD", "relative_energy_kcal_mol": 1.7, "s2": 6.07, "lumo_energy_ha": [-0.4501, -0.5730], "charge": 3, "homo_energy_ev": [-21.35, -21.37], "spin_multiplicity": 5, "species": ["O", "C", "Mn", "O", "C", "C", "O", "C", "O", "C", "O", "C", "N", "C", "C", "N", "C", "C", "Se", "H", "H", "H", "H", "H", "H", "H", "H"], "positions_angstrom": [[0.55, -2.33, -4.12], [1.05, -1.30, -4.00], [-0.44, -0.23, 0.78], [1.15, 1.92, -0.54], [0.53, 1.11, 0.02], [-0.51, 0.86, 2.21], [-0.57, 1.56, 3.14], [1.30, -0.76, 0.70], [2.42, -1.10, 0.75], [-1.46, 0.59, -0.48], [-2.18, 1.14, -1.23], [-3.62, -2.30, -1.19], [-2.52, -3.24, -1.04], [-2.17, -4.22, -1.97], [-1.02, -4.80, -1.52], [-0.68, -4.16, -0.33], [0.55, -4.39, 0.42], [-1.62, -3.23, -0.02], [-1.70, -2.19, 1.53], [-4.59, -2.79, -1.02], [-3.60, -1.88, -2.21], [-3.50, -1.53, -0.42], [-2.75, -4.38, -2.86], [-0.40, -5.55, -1.96], [0.50, -5.32, 0.99], [1.39, -4.44, -0.28], [0.66, -3.56, 1.13]]}

---

Record 2
{"formula": "C10H8N2OS", "method": "ωB97M-V/def2-TZVPD", "smiles": "O=C/N=C1\\[C@H]2CC(c3nccs3)=C[C@@H]12", "relative_energy_kcal_mol": 93.2, "lumo_energy_ha": 0.0031, "charge": 0, "homo_energy_ev": -8.27, "species": ["O", "C", "N", "C", "C", "C", "C", "C", "N", "C", "C", "S", "C", "C", "H", "H", "H", "H", "H", "H", "H", "H"], "positions_angstrom": [[-0.73, 2.87, 0.32], [-1.88, 2.55, 0.49], [-2.19, 1.29, 0.97], [-2.25, 0.28, 0.26], [-1.84, -0.38, -1.01], [-0.35, -0.24, -1.28], [0.18, -0.47, 0.14], [1.56, -0.16, 0.32], [2.30, -0.21, 1.41], [3.55, 0.16, 1.18], [3.84, 0.57, -0.07], [2.50, 0.30, -1.10], [-0.74, -1.02, 0.94], [-2.06, -1.10, 0.33], [-2.82, 3.33, 0.37], [-2.65, -0.43, -1.90], [-0.02, -1.09, -1.86], [-0.09, 0.67, -1.82], [4.30, 0.47, 2.03], [4.85, 0.85, -0.41], [-0.78, -1.36, 1.97], [-2.61, -1.96, 0.65]]}

---

Record 3
{"formula": "C10H8NO3", "method": "ωB97M-V/def2-TZVPD", "smiles": "O=C[N@+]1(c2ccccc2)C=COC1=O", "relative_energy_kcal_mol": 40.0, "lumo_energy_ha": -0.1541, "charge": 1, "homo_energy_ev": -13.67, "species": ["O", "C", "N", "C", "C", "C", "C", "C", "C", "C", "C", "O", "C", "O", "H", "H", "H", "H", "H", "H", "H", "H"], "positions_angstrom": [[-0.14, -2.14, 1.67], [-0.04, -1.05, 2.07], [-0.24, 0.18, 1.23], [-0.09, -0.08, -0.26], [1.27, -0.04, -0.70], [1.64, -0.54, -1.95], [0.68, -1.12, -2.76], [-0.64, -1.14, -2.30], [-1.04, -0.69, -1.05], [0.56, 1.37, 1.51], [-0.22, 2.42, 1.65], [-1.59, 1.99, 1.51], [-1.65, 0.68, 1.39], [-2.59, 0.00, 1.38], [0.10, -0.73, 3.19], [2.04, 0.17, -0.09], [2.65, -0.52, -2.08], [0.94, -1.29, -3.76], [-1.34, -1.59, -2.91], [-2.03, -0.64, -0.83], [1.65, 1.31, 1.59], [0.05, 3.45, 1.50]]}

---

Record 4
{"formula": "C10H8O2", "method": "ωB97M-V/def2-TZVPD", "smiles": "CC1C(=O)c2ccccc2C1=O", "relative_energy_kcal_mol": 62.4, "lumo_energy_ha": -0.0145, "charge": 0, "homo_energy_ev": -9.78, "species": ["C", "C", "C", "O", "C", "C", "C", "C", "C", "C", "C", "O", "H", "H", "H", "H", "H", "H", "H", "H"], "positions_angstrom": [[0.03, 2.34, 1.77], [0.70, 0.96, 1.46], [0.99, 1.14, -0.02], [1.47, 2.16, -0.47], [0.30, 0.01, -0.78], [0.13, -0.13, -2.10], [-0.82, -1.07, -2.61], [-1.15, -2.20, -1.73], [-0.76, -2.15, -0.30], [-0.09, -0.97, 0.21], [-0.01, -0.32, 1.55], [-0.68, -0.71, 2.45], [0.71, 3.28, 1.43], [-0.93, 2.64, 1.25], [-0.16, 2.48, 2.91], [1.65, 0.75, 1.94], [0.52, 0.55, -2.87], [-0.88, -1.01, -3.77], [-1.95, -3.10, -1.94], [-1.14, -2.85, 0.53]]}

---

Record 5
{"formula": "C10H9BeN2O5Se", "method": "ωB97M-V/def2-TZVPD", "lumo_energy_ha": -0.1671, "charge": 1, "homo_energy_ev": -11.44, "species": ["O", "C", "Be", "O", "C", "C", "O", "C", "O", "C", "O", "H", "C", "N", "C", "C", "N", "C", "C", "Se", "H", "H", "H", "H", "H", "H", "H", "H"], "positions_angstrom": [[-3.98, 2.85, -3.00], [-3.36, 2.55, -2.10], [0.00, 0.00, 0.00], [-1.91, 2.17, 0.79], [-1.16, 1.34, 0.52], [0.97, -1.28, -0.91], [1.55, -2.07, -1.52], [1.17, 1.29, -0.63], [1.86, 2.09, -1.06], [-1.36, -1.23, 0.23], [-2.22, -1.99, 0.32], [-0.68, 0.21, -1.41], [3.16, -2.46, 0.93], [2.96, -2.14, 2.33], [3.65, -2.71, 3.33], [3.21, -2.19, 4.52], [2.24, -1.29, 4.26], [1.54, -0.52, 5.29], [2.09, -1.27, 2.91], [0.95, -0.16, 2.12], [2.25, -2.96, 0.56], [4.00, -3.18, 0.80], [3.40, -1.53, 0.36], [4.43, -3.45, 3.21], [3.58, -2.44, 5.51], [1.03, -1.21, 5.99], [2.28, 0.09, 5.85], [0.79, 0.16, 4.85]]}

---

Record 6
{"formula": "C10H9Br2CrNO", "method": "ωB97M-V/def2-TZVPD", "relative_energy_kcal_mol": 5.4, "s2": 6.03, "lumo_energy_ha": [-0.0244, -0.0275], "charge": 0, "homo_energy_ev": [-7.58, -7.73], "spin_multiplicity": 5, "species": ["Cr", "C", "H", "H", "H", "H", "H", "Br", "C", "C", "C", "Br", "C", "C", "C", "C", "N", "C", "C", "O", "H", "H", "H", "H"], "positions_angstrom": [[-0.59, 0.16, -2.14], [-0.24, -0.11, -4.00], [0.86, -0.02, -4.22], [-0.67, -1.13, -4.24], [-0.80, 0.65, -4.69], [-1.38, 1.63, -3.16], [-1.57, 1.69, -2.36], [-0.22, -4.34, 0.49], [0.06, -2.57, 1.07], [0.40, -2.33, 2.41], [0.63, -1.05, 2.88], [1.08, -0.82, 4.72], [0.46, 0.07, 2.01], [0.60, 1.43, 2.42], [0.37, 2.40, 1.46], [0.01, 2.08, 0.16], [-0.09, 0.80, -0.24], [0.09, -0.19, 0.67], [-0.14, -1.51, 0.15], [-0.50, -1.63, -1.07], [0.47, -3.18, 3.09], [0.86, 1.65, 3.45], [0.49, 3.46, 1.73], [-0.20, 2.85, -0.58]]}

---

Record 7
{"formula": "C10H9BrNO2P", "method": "ωB97M-V/def2-TZVPD", "smiles": "O=C=NC(=O)C/C(P)=C1/C=CC=C[C@@H]1Br", "relative_energy_kcal_mol": 37.4, "lumo_energy_ha": [-0.0519, -0.0519], "charge": 0, "homo_energy_ev": [-8.42, -8.42], "species": ["O", "C", "N", "C", "O", "C", "C", "P", "C", "C", "C", "C", "C", "C", "Br", "H", "H", "H", "H", "H", "H", "H", "H", "H"], "positions_angstrom": [[1.73, -1.08, 2.22], [2.13, -1.08, 1.11], [2.70, -1.26, 0.05], [2.53, -0.94, -1.30], [3.24, -1.39, -2.15], [1.48, 0.09, -1.60], [0.71, 0.64, -0.44], [1.72, 1.95, 0.43], [-0.50, 0.25, -0.01], [-0.86, 0.86, 1.25], [-2.11, 0.61, 1.71], [-3.04, -0.09, 0.99], [-2.81, -0.72, -0.20], [-1.42, -0.75, -0.66], [-0.63, -2.70, -0.22], [1.91, 1.04, -2.13], [0.75, -0.50, -2.19], [1.36, 3.19, 0.09], [2.73, 1.91, -0.40], [-0.24, 1.62, 1.69], [-2.47, 0.73, 2.73], [-3.95, -0.25, 1.48], [-3.53, -1.33, -0.74], [-1.42, -0.79, -1.70]]}

---

Record 8
{"formula": "C10H9ClN3O3PmS2", "method": "ωB97M-V/def2-TZVPD", "relative_energy_kcal_mol": 4.5, "s2": 6.01, "lumo_energy_ha": [0.1839, 0.1839], "charge": -2, "homo_energy_ev": [0.14, 0.12], "spin_multiplicity": 5, "species": ["Pm", "N", "C", "S", "N", "N", "C", "C", "C", "C", "C", "C", "C", "O", "H", "H", "H", "H", "H", "H", "H", "S", "Cl", "C", "C", "O", "O", "H", "H"], "positions_angstrom": [[1.18, -1.05, 0.85], [4.35, 2.15, -0.83], [3.31, 1.37, -0.51], [3.43, -0.36, -0.71], [2.33, 2.08, 0.07], [1.16, 1.52, 0.37], [0.14, 2.40, 0.34], [-1.19, 1.97, 0.32], [-2.11, 2.87, -0.26], [-3.47, 2.50, -0.26], [-3.74, 1.13, -0.14], [-2.91, 0.23, 0.49], [-1.58, 0.63, 0.83], [-0.83, -0.10, 1.54], [5.23, 1.70, -0.97], [4.21, 3.17, -0.58], [0.43, 3.42, 0.07], [-1.79, 3.75, -0.74], [-4.19, 3.31, -0.29], [-4.65, 0.79, -0.66], [-3.24, -0.74, 0.83], [1.97, -2.45, 2.84], [0.18, -5.99, 0.86], [0.18, -4.95, -0.55], [0.47, -3.44, -0.28], [1.43, -2.85, -0.84], [-0.34, -2.76, 0.41], [-0.86, -4.99, -0.93], [0.90, -5.32, -1.28]]}

---

Record 9
{"formula": "C10H9ClN4", "method": "ωB97M-V/def2-TZVPD", "smiles": "C[C@@]1(Cl)C=CN=C(n2ccnc2)[C@H]1C#N", "relative_energy_kcal_mol": 26.5, "lumo_energy_ha": -0.0323, "charge": 0, "homo_energy_ev": -9.12, "species": ["C", "C", "Cl", "C", "C", "N", "C", "N", "C", "C", "N", "C", "C", "C", "N", "H", "H", "H", "H", "H", "H", "H", "H", "H"], "positions_angstrom": [[1.56, -2.64, 0.69], [0.85, -1.63, -0.13], [2.22, -0.20, -0.32], [0.44, -1.85, -1.50], [-0.31, -0.94, -2.12], [-0.63, 0.27, -1.61], [-0.33, 0.47, -0.35], [-0.57, 1.70, 0.16], [-0.10, 2.88, -0.33], [-0.75, 3.85, 0.35], [-1.57, 3.33, 1.24], [-1.42, 2.05, 1.16], [-0.05, -0.65, 0.65], [-1.37, -1.16, 1.03], [-2.39, -1.53, 1.32], [2.33, -3.15, 0.08], [0.86, -3.43, 1.02], [2.21, -2.23, 1.45], [0.92, -2.77, -1.98], [-0.55, -1.10, -3.26], [0.67, 2.70, -0.97], [-0.52, 4.88, 0.11], [-1.98, 1.43, 1.82], [0.44, -0.29, 1.48]]}